Record 1
C6H14O2 | ωB97M-V with the def2-TZVPD basis set

Geometry as ORCA input:
```
! wB97M-V def2-TZVPD RIJCOSX def2/J DEFGRID3
* xyz 1 2
O 1.77999 -0.50623 -3.23379
C 0.67474 -0.62265 -2.76271
C 0.43014 -1.18826 -1.44005
C 0.77599 0.04159 -0.37783
C -0.18391 1.19638 -0.82371
C 0.56791 -0.66270 1.05893
C 0.68031 0.38964 2.14793
H -0.11413 -0.18559 -3.33537
H 1.12668 -2.05745 -1.35727
H -0.60324 -1.74446 -1.39034
H 1.87898 0.25186 -0.59093
H -1.11107 1.03546 -0.27403
H 0.35657 2.14283 -0.66149
H -0.33102 1.17528 -1.90676
H 1.40402 -1.44043 1.14259
H -0.53805 -1.05898 1.31386
H 1.36496 1.18558 1.73621
H -0.26548 0.86913 2.59243
H 1.02182 -0.01154 3.09522
H -2.82440 -0.24925 1.15382
H -2.73475 1.02335 2.24318
O -3.35607 0.41645 1.67010
*
```

Summary:
F_max, eV/Å: 3.3
Frontier orbital gap (spin up / spin down), eV: 8.60 / 4.86
Relative energy (zero: lowest compared OMol25 entry of this formula, charge and spin), kJ/mol: 286.3
HOMO (spin up / spin down), eV: -14.339 / -14.339

Results of the natural (NBO) charge analysis, in e, for atoms 1 through 2:
1. O -0.07
2. C 0.44

---

Record 2
C2H2F3N2 | ωB97M-V with the def2-TZVPD basis set

Geometry as ORCA input:
```
! wB97M-V def2-TZVPD RIJCOSX def2/J DEFGRID3
* xyz 1 1
C -0.57248 0.38631 -0.19212
C -1.75131 -2.06775 0.80409
N -1.17514 2.35245 1.03200
N -0.87136 1.49652 0.36793
F -2.88523 -1.51225 0.95423
F -0.95700 -2.18950 1.81135
F -1.55069 -2.78570 -0.22661
H 0.16535 -0.31614 0.07606
H -0.74335 0.13106 -1.20586
*
```

Summary:
F_max, eV/Å: 3.7
Frontier orbital gap (spin up / spin down), eV: 6.58 / 6.57
Relative energy (zero: lowest compared OMol25 entry of this formula, charge and spin), kJ/mol: 250.6
HOMO (spin up / spin down), eV: -13.894 / -13.892

Results of the natural (NBO) charge analysis, in e, for atoms 1 through 2:
1. C -0.56
2. C 1.31

---

Record 3
CH3NO2S | ωB97M-V with the def2-TZVPD basis set

Geometry as ORCA input:
```
! wB97M-V def2-TZVPD RIJCOSX def2/J DEFGRID3
* xyz 0 1
C 1.34419 0.04273 -0.06667
N -2.00168 -0.59474 -0.56394
O -3.01064 -0.89280 -0.14839
O -0.98587 0.60357 1.01620
S 0.10307 1.30658 0.23125
H 1.32724 -0.59120 0.78923
H 2.24934 0.61643 -0.31376
H 0.97434 -0.49057 -0.94392
*
```

Summary:
F_max, eV/Å: 1.7
Frontier orbital gap (spin up / spin down), eV: 9.79 / 6.62
Relative energy (zero: lowest compared OMol25 entry of this formula, charge and spin), kJ/mol: 325.1
HOMO (spin up / spin down), eV: -8.979 / -7.827

Results of the natural (NBO) charge analysis, in e, for atoms 1 through 2:
1. C -0.83
2. N 0.18

---

Record 4
H2O3S3 | ωB97M-V with the def2-TZVPD basis set

Geometry as ORCA input:
```
! wB97M-V def2-TZVPD RIJCOSX def2/J DEFGRID3
* xyz 0 1
O -2.01870 -1.02585 0.94395
O -0.14300 1.18174 -1.27058
O 2.99326 -0.18232 -0.33911
S -0.44993 1.46235 0.34407
S 3.64183 -0.80170 0.82408
S -2.24777 0.56459 0.60947
H -2.13512 -1.58896 0.10517
H 0.35943 0.39015 -1.21705
*
```

Summary:
F_max, eV/Å: 2.3
Frontier orbital gap (spin up / spin down), eV: 7.65 / 7.64
Relative energy (zero: lowest compared OMol25 entry of this formula, charge and spin), kJ/mol: 86.0
HOMO (spin up / spin down), eV: -9.419 / -9.417

Results of the natural (NBO) charge analysis, in e, for atoms 1 through 2:
1. O -0.87
2. O -0.84

---

Record 5
C10H25FN12O10 | ωB97M-V with the def2-TZVPD basis set

Geometry as ORCA input:
```
! wB97M-V def2-TZVPD RIJCOSX def2/J DEFGRID3
* xyz 0 1
O 1.29076 -2.45554 0.56456
C 0.41517 -1.71030 0.84636
O 0.53166 -0.32678 0.68912
C -0.69066 0.23332 0.92801
O -0.95496 1.37145 0.72602
C -1.58350 -0.84319 1.40426
F -2.84346 -0.61186 1.74534
C -0.93255 -1.99744 1.33590
O -1.37960 -3.24043 1.60157
H -1.96154 -3.50277 0.87328
C -3.03103 -0.82880 -1.87572
O -2.53166 -1.70583 -1.17599
N -2.28402 0.15291 -2.43238
N -4.37383 -0.76351 -2.11328
H -2.66017 0.91662 -2.96781
H -1.30096 0.13865 -2.23804
H -4.95160 -1.46974 -1.70030
H -4.79581 -0.03932 -2.66182
C -2.28733 3.94279 -2.42458
O -3.07555 3.00584 -2.48291
N -1.17095 3.88421 -1.64255
N -2.47242 5.09917 -3.12048
H -0.51080 4.63354 -1.56580
H -1.03126 3.05312 -1.09472
H -3.29166 5.17665 -3.69912
H -1.84052 5.87519 -3.07972
C -6.28072 4.99226 -5.36462
O -5.64562 6.00047 -5.10401
N -6.96461 4.84750 -6.54131
N -6.35788 3.93173 -4.50525
H -7.49386 4.03109 -6.77811
H -6.92537 5.61014 -7.18995
H -5.86133 4.00656 -3.63583
H -6.86795 3.09327 -4.70340
C 3.17938 -0.73732 4.08291
O 3.30894 0.48319 4.07633
N 3.53655 -1.52114 5.13601
N 2.66566 -1.43180 3.02798
H 3.41864 -2.51975 5.10533
H 3.92240 -1.08316 5.94943
H 2.40496 -0.90509 2.21784
H 2.56850 -2.43001 3.02130
C 6.05355 -0.57796 0.90882
O 5.20570 -1.41508 0.65640
N 5.88281 0.38840 1.85736
N 7.26072 -0.54675 0.25110
H 6.57566 1.07788 2.07369
H 5.01012 0.39949 2.36055
H 7.41646 -1.24298 -0.45160
H 7.97578 0.12860 0.43824
C 2.97937 -5.06770 3.96266
O 2.41788 -4.44607 4.85618
N 4.20250 -5.64945 4.13598
N 2.42294 -5.20983 2.72543
H 4.68237 -6.15266 3.41499
H 4.63280 -5.55595 5.03608
H 1.52519 -4.78806 2.56898
H 2.86671 -5.69778 1.97133
*
```

Summary:
F_max, eV/Å: 1.1
Frontier orbital gap, eV: 8.78
HOMO, eV: -9.306

Results of the natural (NBO) charge analysis, in e, for atoms 1 through 2:
1. O -0.49
2. C 0.74

---

Record 6
C4H5BeF6O5P | ωB97M-V with the def2-TZVPD basis set

Geometry as ORCA input:
```
! wB97M-V def2-TZVPD RIJCOSX def2/J DEFGRID3
* xyz 1 2
Be -0.57381 0.15894 -0.56941
O -1.76403 -3.22040 0.34409
C -1.01444 -2.16143 0.21229
O -1.56019 -1.17035 -0.34543
C 0.46140 -2.27089 0.64772
O 0.88319 -0.91313 0.95628
C 1.93927 -0.48524 0.05457
C 1.70840 -0.63073 -1.38840
O 2.53394 -0.94863 -2.26112
O 0.48235 -0.17066 -1.58874
H -2.61301 -2.97336 -0.08136
H 0.97149 -2.70856 -0.26252
H 0.52474 -3.04179 1.45605
H 2.79115 -0.93292 0.41897
H 1.93169 0.56926 0.25257
F -1.39578 1.25027 -0.30004
P -0.92426 3.16840 0.35455
F -0.67139 4.57779 0.85274
F -1.35584 2.59353 1.78673
F 0.56403 2.56690 0.63047
F -2.43511 3.34079 -0.02127
F -0.48381 3.40221 -1.14875
*
```

Summary:
F_max, eV/Å: 5.8
Frontier orbital gap (spin up / spin down), eV: 10.47 / 5.87
Relative energy (zero: lowest compared OMol25 entry of this formula, charge and spin), kJ/mol: 43.5
HOMO (spin up / spin down), eV: -16.146 / -16.146

Results of the natural (NBO) charge analysis, in e, for atoms 1 through 2:
1. Be 1.73
2. O -0.58